Entry from the Open Molecules 2025 dataset: the ion C27H33N6O with charge +1 (ωB97M-V/def2-TZVPD).

Computed properties:
HOMO   -10.26 eV
Multiplicity   1
Net charge   +1
Frontier orbital gap   7.799 eV

XYZ file:
```
67
Properties=species:S:1:pos:R:3:mulliken_charge:R:1
O -0.764 -4.012 0.514 -0.64
N 1.832 -0.254 -0.485 0.02
N -5.819 0.413 -1.867 -0.45
N 0.294 -2.115 1.058 0.10
N -2.501 -1.125 1.066 0.42
N -4.269 0.689 -0.191 0.06
N -6.451 1.261 0.262 -0.48
C -3.572 -0.488 1.826 -0.69
C 4.304 -0.330 -0.615 -0.23
C 3.114 0.115 0.210 -0.40
C 0.358 -0.740 1.477 -0.83
C 1.750 -1.697 -0.844 -0.56
C 6.336 -1.607 -0.801 -0.90
C -5.557 0.777 -0.606 0.56
C 2.727 2.563 -0.410 0.13
C 3.538 4.314 1.019 -0.48
C 5.612 -0.242 -2.633 -0.98
C -8.070 1.056 -1.463 -0.63
C -0.816 -2.918 1.026 0.89
C 2.892 3.910 -0.137 -1.00
C 5.228 -1.213 -0.070 -0.16
C 3.202 1.602 0.478 0.39
C 1.495 -2.558 0.390 -1.01
C -3.909 0.864 1.193 -0.95
C 3.847 2.019 1.637 -0.32
C -3.280 -0.010 -0.966 -0.85
C 4.507 0.157 -1.902 0.12
C -2.070 -2.373 1.685 -1.17
C 0.615 0.158 0.265 -0.86
C -7.689 1.396 -0.173 -0.10
C -7.065 0.557 -2.278 -0.11
C -2.947 -1.350 -0.306 -0.83
C 4.017 3.365 1.905 -0.88
C 6.528 -1.125 -2.084 -0.41
H 2.342 -2.526 1.080 0.32
H -9.083 1.169 -1.808 0.38
H 3.668 5.365 1.225 0.43
H 0.919 -1.823 -1.542 0.53
H 1.337 -3.595 0.081 0.53
H 3.134 -0.415 1.166 0.86
H 1.853 0.277 -1.363 0.54
H -4.477 -1.114 1.845 0.35
H 5.760 0.142 -3.630 0.43
H -8.395 1.788 0.548 0.44
H -2.835 -3.161 1.615 0.45
H -0.596 -0.440 1.908 0.44
H -2.153 -1.859 -0.857 0.46
H 4.523 3.670 2.807 0.44
H -3.681 -0.166 -1.968 0.42
H 1.147 -0.620 2.228 0.27
H 4.228 1.283 2.330 0.45
H 2.678 -1.993 -1.335 0.54
H 3.819 0.865 -2.341 0.24
H -1.864 -2.192 2.744 0.47
H -7.254 0.254 -3.301 0.43
H 7.048 -2.289 -0.365 0.43
H -3.841 -1.991 -0.333 0.30
H 0.731 1.196 0.583 0.57
H -0.243 0.078 -0.406 0.41
H 2.516 4.643 -0.833 0.43
H -4.749 1.328 1.708 0.49
H -2.381 0.618 -1.020 0.33
H -3.234 -0.337 2.854 0.46
H 2.221 2.288 -1.327 0.34
H 7.391 -1.430 -2.654 0.42
H -3.033 1.521 1.245 0.23
H 5.089 -1.592 0.932 0.42
```